This record from OMol25 describes a structure of composition C3H6ClF in a non-equilibrium geometry. The level of theory is ωB97M-V/def2-TZVPD.

Geometry (Å):
C  -0.553  -0.640  0.308
C  1.950  0.528  0.356
H  0.436  0.182  -1.386
C  0.411  0.388  -0.161
Cl  -2.137  0.097  -0.052
H  -0.227  -0.958  1.406
F  2.370  -0.532  -0.258
H  2.004  0.749  1.496
H  2.342  1.483  -0.593
H  -0.085  1.498  -0.153
H  -0.320  -1.483  -0.583

Force components x, y, z for each atom (eV/Å):
2.19 -2.46 -0.90
-4.55 5.05 -3.65
0.56 0.99 3.13
0.45 5.18 -3.03
-0.41 -0.89 0.73
-1.73 0.33 -2.18
3.67 -4.14 0.28
0.77 -0.83 -2.03
-0.83 -2.05 3.90
1.16 -2.56 0.42
-1.28 1.37 3.34

Its LUMO energy is 0.849 eV. As for the HOMO-LUMO gap: 11.10 eV.

Mulliken charges in e:
1. C -0.11
2. C -0.22
3. H 0.28
4. C -0.86
5. Cl -0.18
6. H 0.26
7. F -0.23
8. H 0.31
9. H 0.21
10. H 0.34
11. H 0.22

=====

This record from OMol25 describes a structure of composition C10H26F6N3O6P3S2Ti. The level of theory is ωB97M-V/def2-TZVPD.

Geometry (Å):
F  1.532  0.871  -2.739
C  -2.993  1.595  -0.325
H  -1.084  -2.164  4.530
P  0.926  2.580  0.747
H  -4.582  -2.154  3.697
H  -3.301  0.346  2.875
C  -0.772  -2.421  3.517
H  -0.819  1.258  -3.499
C  -0.824  3.357  -1.195
H  -4.244  -2.018  2.075
F  -1.364  -3.703  -1.937
O  -0.307  -1.282  -1.155
N  -4.375  -1.481  2.951
F  3.491  0.311  -3.489
H  2.298  2.931  -1.221
H  2.729  4.012  0.118
H  1.127  -1.517  3.747
O  -2.351  -2.271  1.249
C  -1.692  1.073  -2.876
H  -2.883  1.916  0.711
P  -1.405  1.636  -1.192
H  -2.540  1.627  -3.287
H  0.383  2.532  3.110
H  -0.019  3.437  -1.931
H  -1.635  4.000  -1.548
F  1.788  -0.984  -3.829
C  2.441  2.990  -0.142
N  1.948  -2.393  -1.437
C  1.255  2.785  2.509
H  -2.975  -0.624  4.305
C  2.374  -0.143  -3.024
H  -1.928  0.009  -2.880
H  0.074  4.765  0.201
H  -1.089  -3.447  3.318
N  0.725  -2.420  3.487
S  2.743  -1.020  -1.372
C  -0.350  3.758  0.207
H  -3.402  0.585  -0.374
H  -3.681  2.276  -0.833
H  -5.210  -0.893  2.858
C  -3.134  -0.670  3.229
H  1.071  -2.678  2.552
F  -0.578  -4.720  -0.193
S  0.583  -2.457  -0.729
H  1.087  -3.107  4.160
P  -1.728  -1.418  2.273
Ti  0.163  0.137  0.179
O  2.024  -0.149  -0.322
H  3.244  2.314  0.152
F  0.535  -4.736  -2.051
H  1.516  3.831  2.694
H  -1.167  3.763  0.931
O  0.648  -2.353  0.737
O  4.130  -1.114  -1.187
H  2.110  2.173  2.802
C  -0.297  -4.093  -1.303
O  -0.836  -0.211  1.762

Force components x, y, z for each atom (eV/Å):
0.02 -0.04 0.00
0.02 -0.01 -0.01
0.04 0.04 0.01
-0.02 -0.16 -0.22
0.01 -0.01 0.00
0.00 -0.01 -0.03
0.00 -0.01 -0.05
0.00 -0.01 0.01
0.05 0.07 0.09
0.00 0.01 -0.01
0.01 -0.01 0.02
0.09 0.16 -0.07
-0.01 -0.03 0.00
-0.01 0.01 0.03
0.00 0.00 0.00
-0.01 0.00 0.01
0.01 0.00 0.01
0.00 0.05 -0.08
-0.02 0.01 -0.01
-0.01 0.00 0.00
0.07 -0.23 -0.09
0.00 0.01 0.01
0.00 0.00 0.00
0.00 0.02 0.00
-0.01 -0.01 0.01
0.02 0.01 0.03
0.02 -0.01 0.02
0.06 0.01 -0.12
0.00 0.03 0.00
0.00 0.04 0.00
-0.03 0.05 -0.01
-0.01 0.01 -0.01
0.01 0.00 0.01
-0.02 0.00 0.03
-0.02 -0.03 0.04
0.16 -0.16 0.08
-0.05 0.01 -0.12
-0.01 0.00 0.02
-0.01 -0.01 -0.01
0.00 0.01 0.01
0.03 -0.02 0.06
0.01 0.02 0.00
0.01 0.00 0.01
-0.17 0.17 0.05
0.00 -0.01 0.00
-0.01 0.02 0.03
0.06 -0.06 0.68
-0.38 0.30 -0.12
0.01 0.01 0.00
0.01 0.03 0.01
0.00 0.00 -0.01
-0.01 0.00 -0.01
-0.01 -0.06 -0.11
-0.08 -0.07 0.05
-0.01 -0.01 0.01
-0.01 -0.08 -0.10
0.24 -0.04 -0.14

Its LUMO energy is -13.709 eV. As for the HOMO-LUMO gap: 8.27 eV. Its net charge is +4.

Mulliken charges in e:
1. F -0.19
2. C -1.33
3. H 0.57
4. P 0.86
5. H 0.36
6. H 0.30
7. C -1.22
8. H 0.40
9. C -0.94
10. H 0.32
11. F -0.14
12. O -0.39
13. N -0.22
14. F -0.14
15. H 0.33
16. H 0.51
17. H 0.34
18. O -1.05
19. C -1.26
20. H 0.27
21. P 1.21
22. H 0.50
23. H 0.41
24. H 0.45
25. H 0.58
26. F -0.17
27. C -1.31
28. N -0.53
29. C -1.30
30. H 0.48
31. C 0.65
32. H 0.41
33. H 0.57
34. H 0.47
35. N -0.09
36. S 1.10
37. C -0.91
38. H 0.38
39. H 0.56
40. H 0.38
41. C -0.88
42. H 0.27
43. F -0.15
44. S 0.62
45. H 0.47
46. P 1.80
47. Ti 0.85
48. O -0.52
49. H 0.38
50. F -0.10
51. H 0.46
52. H 0.45
53. O -0.63
54. O -0.48
55. H 0.43
56. C 0.73
57. O -0.90

=====

This record from OMol25 describes a structure of composition C46H49N3O8P3S2SnTe in a non-equilibrium geometry. The level of theory is ωB97M-V/def2-TZVPD.

Geometry (Å):
C  -2.602  -3.119  -0.419
C  4.520  -6.039  -2.614
C  -3.064  0.625  -3.833
O  2.074  -1.783  -1.112
H  -4.285  -2.819  2.506
H  4.640  -4.711  -4.293
C  -0.871  5.617  1.917
H  -1.456  6.466  2.250
O  -1.263  1.722  -0.230
C  -4.057  -5.001  -0.075
O  -0.833  -1.081  -0.442
H  -3.096  1.705  -3.899
Sn  1.003  0.965  -0.112
H  5.310  5.396  2.637
C  0.728  -3.152  2.928
H  1.754  -1.911  1.503
P  1.379  -3.081  -1.066
O  -5.255  4.159  0.406
N  1.157  3.204  -1.682
P  -1.422  -2.089  -1.337
C  5.938  0.405  2.574
C  0.229  4.391  0.172
H  4.397  6.149  3.964
H  2.848  -3.217  -3.457
C  -1.706  -0.163  3.756
C  -3.203  2.926  0.074
C  -1.423  0.581  2.461
C  3.873  -6.329  -1.423
C  -2.215  2.010  0.557
C  -0.383  -5.089  2.023
H  7.143  0.616  0.799
N  0.564  3.417  1.024
H  -4.468  -5.944  -0.411
C  3.123  -4.108  -2.905
H  -5.385  2.989  2.644
N  1.465  3.216  -2.991
C  -0.054  -4.285  3.107
Te  2.695  0.713  4.144
H  -3.719  1.488  3.595
C  6.373  -0.052  1.189
H  -0.192  -5.379  -0.095
H  -2.906  -3.227  -3.648
C  -4.501  2.711  2.087
H  6.764  -1.071  1.218
C  -5.028  4.821  -0.819
H  -0.989  -5.975  2.164
H  -5.864  5.504  -0.956
C  -2.334  -1.369  -2.722
C  -2.394  0.019  -2.780
H  -4.992  4.114  -1.654
C  -0.502  4.612  2.797
C  -2.956  -2.145  -3.696
C  0.825  -3.601  0.572
H  0.998  -2.521  3.764
O  3.389  1.334  0.912
C  -4.463  -4.464  1.139
P  3.710  1.768  2.309
C  0.583  4.249  -1.227
O  3.594  3.375  2.311
H  -2.629  0.109  4.256
H  5.513  -0.015  0.523
C  -3.641  -1.532  -4.731
C  -3.688  -0.145  -4.802
H  -3.007  3.345  -0.904
C  0.213  3.532  2.295
C  -0.139  -3.160  -2.122
H  -1.730  -1.229  3.528
H  -0.412  -4.547  4.095
C  3.821  4.119  3.502
H  5.341  -6.661  -2.948
O  -0.307  0.361  1.984
C  -2.403  1.472  1.881
S  2.062  2.318  -5.346
C  1.170  -2.810  1.660
H  0.502  2.707  2.938
C  0.056  -4.750  0.754
C  4.326  5.492  3.097
H  -0.857  0.016  4.418
H  3.643  5.925  2.365
H  -4.134  -2.134  -5.484
C  -3.028  -2.572  0.789
C  -3.954  -3.246  1.568
H  -0.751  6.281  -0.125
H  -0.231  1.809  -5.812
H  -1.905  0.603  -2.007
H  -0.768  4.652  3.844
H  6.791  0.482  3.255
C  0.409  2.667  -6.009
H  -2.820  -4.748  -1.807
C  2.484  -4.385  -1.697
H  4.179  -7.186  -0.835
H  0.113  -2.694  -3.078
H  0.304  5.061  -1.901
H  5.230  -0.313  3.003
H  -5.182  -4.998  1.748
O  5.343  1.699  2.523
H  0.015  3.558  -5.523
H  -2.616  -1.620  1.101
H  -4.091  5.385  -0.795
H  2.882  4.201  4.060
C  -4.301  3.272  0.811
C  2.858  -5.503  -0.960
C  1.505  2.090  -3.634
H  4.551  3.611  4.139
S  0.945  0.569  -3.175
C  4.132  -4.937  -3.365
H  -4.211  0.331  -5.623
C  -3.562  1.855  2.591
H  2.375  -5.715  -0.015
C  -3.132  -4.328  -0.858
C  -0.489  5.514  0.592
H  0.504  2.836  -7.080
H  -0.472  -4.185  -2.287

Force components x, y, z for each atom (eV/Å):
0.06 0.14 -0.11
-0.04 -0.04 0.02
-0.10 0.05 -0.09
0.04 0.33 0.08
0.03 0.01 0.01
-0.01 0.03 -0.01
0.06 -0.05 0.09
0.03 0.01 0.04
0.52 -0.02 -0.21
-0.03 -0.09 -0.03
0.29 0.40 0.36
0.02 0.01 0.03
-0.58 0.16 -0.18
0.01 0.08 -0.02
-0.01 -0.01 0.10
0.03 0.02 0.06
-0.18 -0.52 -0.08
0.05 -0.07 0.08
-0.37 -0.57 0.78
-0.16 -0.52 -0.82
0.16 -0.29 -0.07
-0.23 0.12 0.58
0.00 0.02 0.01
0.06 0.02 -0.02
-0.04 0.11 -0.03
0.00 0.19 -0.15
0.32 -0.20 0.27
0.05 -0.04 0.03
-0.10 -0.08 0.03
-0.09 -0.08 -0.03
0.01 -0.03 -0.05
0.07 -0.12 -0.14
0.02 0.00 -0.01
-0.03 0.00 -0.03
0.03 0.01 0.06
0.55 0.66 -0.69
0.03 0.01 -0.01
-0.30 -0.04 0.26
-0.01 -0.06 -0.02
-0.10 0.25 0.09
-0.07 0.00 0.02
-0.03 -0.01 -0.04
-0.16 0.11 0.13
0.02 -0.01 0.05
0.01 0.01 -0.07
-0.01 0.01 0.01
0.02 -0.01 -0.01
-0.01 -0.01 0.20
0.05 -0.08 0.09
-0.02 0.02 0.00
-0.06 0.14 -0.10
0.03 0.01 0.03
0.08 -0.10 -0.20
-0.02 0.05 0.01
-0.38 -0.07 0.37
0.01 0.03 0.03
1.20 0.38 -0.85
0.06 -0.06 -0.65
-0.21 -0.20 0.20
-0.01 -0.05 0.05
0.03 -0.06 -0.06
0.00 -0.07 -0.05
0.02 0.00 0.03
0.00 -0.05 -0.01
0.03 -0.15 0.18
-0.03 0.36 0.55
0.05 -0.06 -0.02
0.02 0.01 0.01
0.03 0.31 0.19
-0.03 -0.03 -0.04
-0.14 0.12 -0.08
0.01 0.13 -0.24
-0.11 0.04 0.00
-0.05 0.16 -0.14
0.07 0.01 0.06
0.06 0.04 0.04
-0.03 -0.26 -0.08
0.01 -0.05 -0.01
0.01 0.09 0.03
0.01 0.01 -0.02
0.08 -0.01 0.03
-0.07 -0.08 -0.01
0.01 -0.02 -0.02
-0.09 0.02 -0.07
-0.02 0.07 -0.04
-0.02 -0.05 0.00
-0.06 -0.01 -0.03
0.23 -0.09 0.15
0.00 -0.06 0.01
-0.14 0.16 0.12
0.00 -0.01 0.00
0.06 -0.04 -0.02
0.13 -0.01 -0.03
0.07 0.07 0.04
-0.01 0.01 0.01
-0.57 -0.06 0.05
-0.05 0.01 -0.04
0.02 0.00 0.02
-0.02 -0.01 0.00
0.03 -0.09 -0.03
0.07 -0.10 0.05
-0.04 -0.01 -0.04
-0.37 0.20 -0.04
-0.06 -0.02 -0.03
0.07 -0.29 0.37
0.04 0.01 -0.03
-0.01 0.02 0.00
-0.03 0.04 -0.06
0.04 0.00 0.02
0.09 0.04 0.00
0.09 -0.15 -0.18
-0.02 -0.02 -0.03
0.00 -0.03 0.01

Its LUMO energy is 2.142 eV. As for the HOMO-LUMO gap: 6.52 eV. Its net charge is -1.

Here are the Mulliken charges for atoms 1 to 99, given in e:
1. C 0.86
2. C -0.48
3. C -0.83
4. O -0.49
5. H 0.48
6. H 0.40
7. C -0.61
8. H 0.42
9. O 0.18
10. C -0.65
11. O -0.39
12. H 0.56
13. Sn 2.10
14. H 0.31
15. C -0.48
16. H 0.28
17. P 0.62
18. O -0.50
19. N 1.02
20. P -0.06
21. C -0.24
22. C 1.05
23. H 0.39
24. H 0.45
25. C -1.51
26. C 0.20
27. C 0.91
28. C -0.70
29. C -0.78
30. C -0.76
31. H 0.26
32. N 0.62
33. H 0.40
34. C -0.64
35. H 0.42
36. N -1.61
37. C -0.58
38. Te -0.38
39. H 0.23
40. C -0.86
41. H 0.43
42. H 0.28
43. C -1.21
44. H 0.37
45. C -0.67
46. H 0.43
47. H 0.25
48. C 0.72
49. C -0.26
50. H 0.26
51. C -1.34
52. C -0.67
53. C 0.49
54. H 0.36
55. O -0.45
56. C -0.66
57. P 0.61
58. C -1.29
59. O -0.36
60. H 0.45
61. H 0.07
62. C -0.67
63. C -0.71
64. H 0.26
65. C -0.07
66. C -1.17
67. H 0.11
68. H 0.40
69. C -0.18
70. H 0.36
71. O 0.54
72. C 0.20
73. S -0.15
74. C -0.66
75. H 0.44
76. C 0.07
77. C -1.34
78. H 0.23
79. H 0.24
80. H 0.41
81. C -0.21
82. C -0.61
83. H 0.48
84. H 0.12
85. H 0.38
86. H 0.51
87. H 0.29
88. C -0.67
89. H 0.26
90. C 0.50
91. H 0.40
92. H 0.83
93. H 0.32
94. H 0.20
95. H 0.38
96. O -0.47
97. H 0.23
98. H 0.16
99. H 0.25